(1)
DFT (ωB97M-V/def2-TZVPD) results for a cluster of 15 separate species, C40H66BIN14O4Si in total.

## Properties
* electronic energy: -3243.3231 a.u.
* Kohn-Sham gap: 9.56 eV
* charge: 0
* HOMO energy: -0.3411 Ha

Element x y z (Å)
C  -4.2536  -5.2369  1.8414
C  -3.3612  -4.2103  1.2090
O  -3.7300  -3.1345  0.8660
O  -2.0233  -4.6133  1.1137
C  -1.7024  -5.1935  -0.0831
O  -2.5503  -5.4512  -0.8991
C  -0.2653  -5.5288  -0.2602
B  0.7110  -4.2688  -0.5007
C  1.2194  -3.5232  0.7863
C  2.1808  -2.3441  0.5671
O  2.1708  -1.4176  1.6458
Si  1.1745  -0.0673  1.5754
C  1.8055  1.0947  2.9047
C  -0.5912  -0.4780  2.0547
C  1.3094  0.8574  -0.0547
C  1.1730  -3.8953  -1.9732
C  0.4199  -2.7180  -2.6182
C  -0.1295  -3.1161  -3.9900
I  -1.2207  -2.0035  -1.4215
H  -3.9567  -5.3741  2.8768
H  -4.1329  -6.1682  1.2954
H  -5.2767  -4.8973  1.7738
H  0.0609  -6.0024  0.6703
H  -0.1966  -6.2834  -1.0330
H  1.7956  -4.2956  1.3099
H  0.4014  -3.2700  1.4577
H  2.0486  -1.8603  -0.4014
H  3.1844  -2.7668  0.5583
H  1.9892  0.5473  3.8242
H  2.6959  1.6242  2.5770
H  1.0233  1.8392  3.0430
H  -1.0216  -1.3209  1.5147
H  -0.5798  -0.7428  3.1054
H  -1.2362  0.3827  1.8912
H  0.5174  1.5980  -0.1371
H  2.2551  1.3960  -0.0784
H  1.2743  0.2321  -0.9437
H  1.1355  -4.7446  -2.6500
H  2.2251  -3.6076  -1.9184
H  1.0677  -1.8671  -2.7794
H  -0.9249  -3.8443  -3.8405
H  0.6772  -3.6266  -4.5104
H  -0.4533  -2.2628  -4.5623
C  -0.0442  5.1879  4.7755
C  -0.4190  4.1703  3.8023
N  -0.7200  3.3705  3.0370
H  -0.8856  5.3933  5.4334
H  0.8037  4.8503  5.3683
H  0.2243  6.0983  4.2510
C  -3.2683  -2.9438  4.9376
C  -1.8683  -3.1827  5.2615
N  -0.7606  -3.3469  5.5018
H  -3.8943  -3.6609  5.4650
H  -3.5492  -1.9363  5.2365
H  -3.4199  -3.0486  3.8649
C  1.0450  8.0660  1.6260
C  1.9244  7.6346  2.7066
N  2.6357  7.2803  3.5337
H  1.2839  7.5226  0.7160
H  0.0114  7.8760  1.8965
H  1.1704  9.1326  1.4526
C  2.1576  -5.4209  5.8596
C  3.5755  -5.5404  6.1828
N  4.6921  -5.6206  6.4279
H  1.5862  -6.1656  6.4099
H  1.8028  -4.4287  6.1309
H  2.0063  -5.5664  4.7923
C  0.7354  -3.1786  8.6685
C  1.2513  -4.2710  9.4853
N  1.6613  -5.1363  10.1155
H  1.5585  -2.6341  8.2175
H  0.0963  -3.5769  7.8825
H  0.1618  -2.4911  9.2862
C  -2.7865  -1.1087  -7.5325
C  -1.4140  -1.5046  -7.2262
N  -0.3360  -1.8138  -6.9887
H  -3.3643  -1.9826  -7.8235
H  -3.2416  -0.6548  -6.6548
H  -2.7959  -0.3928  -8.3489
C  -4.7461  -1.7506  -11.5606
C  -4.8166  -0.7041  -10.5477
N  -4.8695  0.1193  -9.7519
H  -5.2294  -1.4105  -12.4738
H  -3.7033  -1.9836  -11.7727
H  -5.2511  -2.6442  -11.1995
C  -0.4496  1.0444  -10.0737
C  -0.7565  -0.0478  -10.9929
N  -0.9982  -0.8950  -11.7260
H  -1.2751  1.1917  -9.3812
H  0.4478  0.8097  -9.5055
H  -0.2881  1.9632  -10.6321
C  4.8296  -2.2143  8.0650
C  3.8072  -1.3456  8.6416
N  2.9937  -0.6763  9.0914
H  4.8486  -3.1642  8.5959
H  4.6096  -2.3986  7.0153
H  5.8034  -1.7369  8.1472
C  -3.1299  9.2809  3.5239
C  -1.8780  8.6477  3.9171
N  -0.8500  8.2330  4.2078
H  -3.8373  8.5259  3.1869
H  -3.5515  9.8148  4.3725
H  -2.9385  9.9853  2.7170
C  2.8318  11.2207  4.0461
C  1.4638  11.2491  3.5424
N  0.3820  11.2523  3.1653
H  2.8294  11.3949  5.1197
H  3.2740  10.2464  3.8443
H  3.4203  11.9940  3.5570
C  -1.0402  4.9900  -0.4400
C  -0.3368  6.1849  -0.8968
N  0.2336  7.1208  -1.2340
H  -2.0745  5.0226  -0.7758
H  -0.5586  4.1042  -0.8484
H  -1.0146  4.9346  0.6477
C  -0.2710  -7.5824  -4.0991
C  1.0469  -7.6154  -3.4732
N  2.0767  -7.6281  -2.9706
H  -0.9392  -8.2703  -3.5855
H  -0.6809  -6.5755  -4.0384
H  -0.1884  -7.8740  -5.1439
C  3.1170  3.3847  -9.9048
C  1.9070  3.6130  -9.1218
N  0.9587  3.7941  -8.5061
H  2.8513  3.1218  -10.9267
H  3.7223  4.2883  -9.9142
H  3.6921  2.5732  -9.4640

Atom charges from the Löwdin analysis, given in e for atoms 1 to 5: atom 1 (C): 0.03, atom 2 (C): -0.50, atom 3 (O): 0.13, atom 4 (O): 0.06, atom 5 (C): -0.53

=====

(2)
DFT (ωB97M-V/def2-TZVPD) results for a cluster of 10 separate species, C40H68O22 in total in a non-equilibrium geometry.

## Properties
* electronic energy: -3220.2041 a.u.
* Kohn-Sham gap: 9.54 eV
* charge: 0
* energy above the lowest of the compared OMol25 structures with the same formula, charge and spin: 0.0 kcal per mole
* HOMO energy: -0.3364 Ha

Element x y z (Å)
C  -4.1611  9.8757  18.5357
C  -4.0910  8.9699  19.7779
C  -5.0493  9.5997  20.7704
O  -5.3257  10.9397  20.2223
C  -4.4667  11.2084  19.1729
H  -5.0358  9.5697  18.0233
H  -3.2284  9.8574  17.9612
H  -3.0410  9.0263  20.1195
H  -4.2404  7.8682  19.5366
H  -4.5760  9.7083  21.7805
H  -5.9657  9.0728  20.9055
H  -3.4529  11.5903  19.4087
H  -4.9536  11.9068  18.4514
C  -9.0286  0.7779  22.3960
C  -10.3761  1.4854  22.2600
C  -10.0665  2.7412  21.4437
O  -8.7768  2.5308  20.8742
C  -8.0253  1.7820  21.8666
H  -8.8398  -0.2473  21.9338
H  -8.8249  0.5317  23.4793
H  -10.7648  1.7607  23.2601
H  -11.1628  0.9084  21.7564
H  -10.0103  3.6454  22.0695
H  -10.7603  2.9063  20.6340
H  -7.5899  2.5291  22.5656
H  -7.1267  1.3273  21.3943
C  -8.8306  4.6748  26.6601
C  -7.4169  4.0066  26.7711
C  -7.6473  2.7201  25.8793
O  -8.7658  2.9659  25.0389
C  -9.7108  3.6267  25.9044
H  -8.7095  5.5798  26.0877
H  -9.3220  4.9219  27.6034
H  -7.1322  3.7756  27.8221
H  -6.6332  4.6659  26.3880
H  -7.8956  1.9211  26.5516
H  -6.7980  2.4664  25.2139
H  -10.0917  2.8547  26.6240
H  -10.5857  3.8810  25.3247
C  -11.8000  8.9125  23.8092
C  -12.9387  7.9209  23.5622
C  -13.0760  7.3483  24.9582
O  -11.7744  7.3139  25.5695
C  -10.8915  8.2516  24.8318
H  -12.1416  9.8554  24.2210
H  -11.2553  9.1538  22.9180
H  -12.7339  7.1921  22.7874
H  -13.8511  8.4368  23.2740
H  -13.3815  6.3156  25.0873
H  -13.7078  7.9896  25.6036
H  -10.0201  7.6404  24.4043
H  -10.4341  8.9386  25.5486
C  -3.0974  12.5501  22.1815
C  -2.9418  12.0337  23.6003
C  -4.2529  11.8073  24.3902
O  -4.4279  10.4201  24.3616
C  -3.3596  9.7621  23.8760
O  -3.3211  8.5884  23.7337
O  -2.4157  10.6559  23.4976
H  -3.8461  11.9631  21.6396
H  -2.1549  12.4401  21.6488
H  -3.3130  13.6431  22.1292
H  -2.1961  12.6181  24.0802
H  -5.0793  12.3210  23.8582
H  -4.1876  12.1351  25.4446
C  -10.0395  5.8972  19.0202
C  -9.6628  5.3697  17.6118
C  -9.2300  3.8635  17.6770
O  -10.1855  3.1386  16.8516
C  -11.0287  3.9938  16.2592
O  -11.9159  3.6225  15.5494
O  -10.8082  5.2775  16.7350
H  -10.1143  7.0087  19.0555
H  -9.2042  5.6554  19.6837
H  -10.9447  5.5163  19.4407
H  -8.8121  5.9795  17.2571
H  -9.3697  3.4450  18.6510
H  -8.1986  3.5789  17.3127
C  -2.1699  1.0534  25.6989
C  -3.5043  1.7845  25.6578
C  -3.4963  3.3028  25.9680
O  -4.4640  3.8843  25.0973
C  -4.6344  3.0591  24.0238
O  -5.2218  3.3469  23.0497
O  -3.9932  1.8341  24.2784
H  -1.5540  1.4845  24.8975
H  -2.2725  -0.0073  25.4836
H  -1.6716  1.1608  26.6418
H  -4.2418  1.3487  26.3867
H  -2.5381  3.8111  25.9016
H  -3.9195  3.3388  26.9918
C  -2.0596  5.5374  22.1816
C  -1.6979  4.1316  21.7258
C  -0.7541  4.1239  20.5270
O  0.1542  3.0337  20.7830
C  0.1060  2.8026  22.1128
O  0.7043  2.0184  22.6814
O  -0.9135  3.5455  22.7235
H  -1.1907  6.1847  22.3645
H  -2.5949  5.6155  23.0915
H  -2.6515  6.0675  21.4182
H  -2.5831  3.5376  21.4954
H  -0.1932  5.0327  20.3747
H  -1.3260  3.8996  19.6148
C  -3.8648  4.8065  13.0925
C  -4.7431  5.1623  14.2501
C  -5.5736  4.0076  14.7304
O  -5.6646  4.2618  16.1776
C  -4.6623  5.0483  16.5454
O  -4.3982  5.3395  17.6881
O  -3.9944  5.5313  15.4484
H  -3.1306  4.0492  13.4759
H  -3.3286  5.6550  12.6684
H  -4.5058  4.5245  12.2888
H  -5.4410  5.9840  13.9699
H  -5.1949  3.0152  14.6232
H  -6.5705  4.0211  14.3521
C  -5.8008  5.9379  21.1552
C  -7.1705  5.8852  21.8363
C  -7.1446  5.9801  23.3368
O  -7.5940  7.3237  23.6691
C  -7.9955  7.8754  22.5167
O  -8.1599  9.0810  22.4319
O  -7.9194  7.0877  21.4336
H  -5.2341  5.0003  21.3003
H  -5.1663  6.7340  21.5323
H  -5.9071  6.0518  20.0531
H  -7.6752  5.0080  21.4720
H  -6.1461  5.7895  23.7906
H  -7.8626  5.2383  23.7843

Atom charges from the Löwdin analysis, given in e for atoms 1 to 5: atom 1 (C): -0.17, atom 2 (C): -0.16, atom 3 (C): -0.13, atom 4 (O): -0.13, atom 5 (C): -0.27

=====

> The lowest Kohn-Sham gap belongs to which entry?

C40H68O22